1.
{
  "formula": "C5H11NO",
  "method": "the ωB97M-V functional and the def2-TZVPD basis",
  "symbols": ["C", "C", "C", "N", "C", "O", "H", "H", "H", "H", "H", "H", "H", "C", "H", "H", "H", "H"],
  "positions_angstrom": [[-1.513, -1.106, -1.165], [-1.299, -0.452, 0.335], [-0.248, 0.284, -0.331], [0.942, -0.176, -0.437], [1.658, 0.348, -1.488], [1.166, 0.756, -2.524], [-1.091, -2.108, -1.097], [-2.551, -1.066, -1.456], [-0.954, -0.669, -2.029], [-2.082, 0.176, 0.801], [-0.986, -1.203, 1.071], [-0.618, 1.165, -0.864], [2.743, 0.303, -1.320], [0.981, 0.755, 2.111], [0.007, 0.474, 1.718], [0.804, 1.053, 3.138], [1.651, -0.106, 2.028], [1.390, 1.573, 1.509]],
  "relative_energy_kcal_mol": 69.46,
  "e_tot_ev": -8898.6855,
  "orbital_gap_ev": 10.5,
  "smiles": "CC/C=N/C=O.C",
  "homo_energy_ev": -9.75,
  "charge": 0
}

=====

2.
{
  "formula": "C2H3NO",
  "method": "the ωB97M-V functional and the def2-TZVPD basis",
  "symbols": ["C", "C", "N", "O", "H", "H", "H"],
  "positions_angstrom": [[0.305, -0.517, -0.421], [-0.271, 0.513, 0.460], [1.442, -1.113, -0.588], [-0.170, -0.975, -1.589], [0.086, 0.387, 1.567], [-1.275, 0.234, 0.375], [-0.117, 1.471, 0.197]],
  "relative_energy_kcal_mol": 86.24,
  "e_tot_ev": -5656.1651,
  "orbital_gap_ev": [9.1, 9.1],
  "homo_energy_ev": [-10.24, -10.24],
  "charge": 0
}

=====

3.
{
  "formula": "C30H70N10O10",
  "method": "the ωB97M-V functional and the def2-TZVPD basis",
  "symbols": ["C", "C", "O", "N", "C", "H", "H", "H", "H", "H", "H", "H", "C", "C", "O", "N", "C", "H", "H", "H", "H", "H", "H", "H", "C", "C", "O", "N", "C", "H", "H", "H", "H", "H", "H", "H", "C", "C", "O", "N", "C", "H", "H", "H", "H", "H", "H", "H", "C", "C", "O", "N", "C", "H", "H", "H", "H", "H", "H", "H", "C", "C", "O", "N", "C", "H", "H", "H", "H", "H", "H", "H", "C", "C", "O", "N", "C", "H", "H", "H", "H", "H", "H", "H", "C", "C", "O", "N", "C", "H", "H", "H", "H", "H", "H", "H", "C", "C", "O", "N", "C", "H", "H", "H", "H", "H", "H", "H", "C", "C", "O", "N", "C", "H", "H", "H", "H", "H", "H", "H"],
  "positions_angstrom": [[-9.619, 25.288, 4.887], [-11.039, 24.839, 4.884], [-11.586, 24.870, 5.971], [-11.569, 24.257, 3.795], [-12.636, 23.288, 3.800], [-9.538, 26.200, 4.296], [-8.984, 24.480, 4.523], [-9.098, 25.493, 5.822], [-11.101, 24.473, 2.926], [-13.364, 23.532, 3.026], [-13.034, 23.224, 4.812], [-12.178, 22.304, 3.694], [-7.667, 23.639, -1.544], [-7.263, 22.526, -2.586], [-7.626, 22.615, -3.765], [-6.475, 21.654, -2.001], [-6.117, 20.318, -2.587], [-7.510, 24.642, -1.941], [-7.286, 23.446, -0.541], [-8.733, 23.736, -1.339], [-6.227, 21.747, -1.027], [-5.234, 19.902, -2.103], [-5.719, 20.392, -3.598], [-6.863, 19.536, -2.732], [-5.405, 22.246, 2.074], [-6.959, 21.850, 2.173], [-7.752, 22.446, 2.871], [-7.207, 20.686, 1.519], [-8.569, 20.241, 1.196], [-5.198, 23.058, 2.771], [-4.928, 22.449, 1.115], [-4.849, 21.536, 2.685], [-6.474, 20.153, 1.074], [-9.249, 20.933, 1.692], [-8.757, 19.212, 1.504], [-8.819, 20.341, 0.140], [-11.764, 22.325, -5.580], [-11.688, 21.243, -4.547], [-12.658, 20.544, -4.249], [-10.537, 21.025, -3.875], [-10.464, 19.994, -2.817], [-10.859, 22.888, -5.351], [-12.434, 23.104, -5.217], [-11.623, 21.876, -6.563], [-9.662, 21.380, -4.235], [-10.826, 20.519, -1.932], [-9.425, 19.767, -2.578], [-10.880, 19.013, -3.045], [-2.495, 20.842, -1.674], [-1.014, 20.827, -1.531], [-0.607, 20.756, -0.365], [-0.320, 20.883, -2.702], [1.131, 20.944, -2.739], [-3.028, 21.101, -2.589], [-2.944, 21.382, -0.840], [-2.881, 19.828, -1.567], [-0.596, 20.470, -3.581], [1.372, 20.871, -3.800], [1.483, 20.051, -2.224], [1.433, 21.895, -2.301], [-10.865, 28.262, 1.741], [-10.145, 26.949, 1.470], [-10.760, 25.938, 1.144], [-8.781, 26.914, 1.665], [-7.859, 25.799, 1.581], [-11.901, 28.175, 2.069], [-10.852, 28.842, 0.819], [-10.420, 28.746, 2.611], [-8.569, 27.711, 2.248], [-8.112, 25.194, 0.710], [-7.976, 25.270, 2.527], [-6.798, 26.048, 1.574], [-10.019, 19.719, 4.720], [-10.255, 18.389, 5.195], [-9.332, 17.979, 5.842], [-11.412, 17.788, 4.872], [-11.613, 16.238, 4.964], [-9.218, 19.910, 4.006], [-9.809, 20.265, 5.640], [-10.848, 20.238, 4.238], [-12.065, 18.383, 4.382], [-12.633, 15.858, 5.029], [-10.887, 15.934, 5.718], [-11.263, 15.745, 4.057], [-1.025, 24.963, -1.139], [-2.261, 25.265, -0.289], [-2.981, 24.437, 0.234], [-2.590, 26.548, -0.417], [-3.865, 27.047, 0.155], [-0.390, 24.565, -0.349], [-0.558, 25.836, -1.594], [-1.178, 24.127, -1.821], [-1.836, 27.208, -0.544], [-4.591, 26.343, 0.561], [-4.237, 27.502, -0.763], [-3.758, 27.943, 0.767], [-4.360, 25.868, 3.869], [-5.739, 26.503, 4.428], [-6.572, 25.749, 4.941], [-5.987, 27.840, 4.189], [-7.225, 28.344, 4.606], [-4.449, 25.812, 2.784], [-4.253, 24.833, 4.194], [-3.623, 26.524, 4.333], [-5.366, 28.528, 3.787], [-7.376, 29.412, 4.763], [-7.381, 27.888, 5.584], [-8.067, 27.945, 4.040], [-5.418, 19.687, 5.356], [-5.474, 18.744, 4.201], [-4.629, 18.789, 3.371], [-6.456, 17.889, 4.191], [-6.818, 16.944, 3.147], [-6.322, 19.779, 5.959], [-5.370, 20.650, 4.847], [-4.471, 19.628, 5.892], [-7.149, 17.868, 4.926], [-5.975, 16.717, 2.495], [-7.706, 17.191, 2.564], [-7.010, 16.110, 3.822]],
  "relative_energy_kcal_mol": 96.13,
  "e_tot_ev": -67620.1676,
  "orbital_gap_ev": [1.3, 8.7],
  "multiplicity": 2,
  "homo_energy_ev": [0.47, -6.94],
  "charge": -1
}

=====

4.
{
  "formula": "C16H28N5O8P2STa",
  "method": "the ωB97M-V functional and the def2-TZVPD basis",
  "symbols": ["Ta", "C", "N", "C", "C", "N", "C", "S", "C", "C", "C", "C", "C", "N", "H", "H", "H", "H", "H", "H", "H", "H", "H", "C", "C", "O", "P", "O", "O", "O", "P", "O", "O", "O", "H", "H", "H", "H", "H", "H", "H", "C", "N", "C", "C", "O", "N", "C", "C", "H", "H", "H", "H", "H", "H", "H", "H", "H", "H", "H", "H"],
  "positions_angstrom": [[0.548, -0.543, 0.326], [-1.902, 1.686, 4.793], [-2.433, 0.766, 3.826], [-3.745, 0.382, 3.801], [-3.895, -0.530, 2.812], [-2.655, -0.709, 2.214], [-1.778, 0.122, 2.852], [-0.054, 0.282, 2.590], [-2.467, -1.628, 1.157], [-3.146, -2.843, 1.219], [-3.167, -3.671, 0.108], [-2.560, -3.217, -1.059], [-1.826, -2.050, -1.016], [-1.717, -1.266, 0.086], [-2.085, 1.299, 5.797], [-2.405, 2.652, 4.721], [-0.833, 1.819, 4.660], [-4.482, 0.785, 4.475], [-4.791, -1.021, 2.481], [-3.641, -3.148, 2.131], [-3.664, -4.631, 0.150], [-2.645, -3.783, -1.974], [-1.296, -1.705, -1.897], [3.586, -2.978, -1.992], [2.608, -2.181, -1.167], [1.517, -1.608, -1.913], [3.394, -0.737, -0.294], [4.827, -0.857, 0.226], [3.410, 0.389, -1.390], [2.343, -0.186, 0.682], [2.022, -3.045, 0.368], [1.790, -4.560, 0.186], [3.008, -2.535, 1.337], [0.635, -2.358, 0.564], [4.032, -2.392, -2.798], [3.096, -3.851, -2.431], [4.398, -3.330, -1.355], [1.534, -1.965, -2.824], [5.024, -1.361, 1.030], [4.268, 0.671, -1.730], [2.377, -5.203, 0.601], [-1.319, 3.609, -2.561], [-0.698, 2.356, -2.171], [-1.177, 1.195, -2.892], [0.177, 2.222, -1.180], [0.219, 1.024, -0.553], [1.018, 3.173, -0.791], [1.426, 4.293, -1.625], [1.598, 3.204, 0.539], [-2.398, 3.451, -2.629], [-0.975, 3.955, -3.538], [-1.148, 4.377, -1.817], [-1.194, 1.438, -3.956], [-2.189, 0.930, -2.577], [-0.496, 0.355, -2.739], [1.128, 4.171, -2.659], [2.517, 4.360, -1.611], [1.040, 5.239, -1.240], [1.586, 2.224, 1.016], [1.032, 3.909, 1.156], [2.628, 3.554, 0.479]],
  "relative_energy_kcal_mol": 58.20,
  "e_tot_ev": -71809.0193,
  "orbital_gap_ev": 6.4,
  "homo_energy_ev": -20.40,
  "charge": 4
}

=====

5.
{
  "formula": "C28H27BrF6MnN4O4S",
  "method": "the ωB97M-V functional and the def2-TZVPD basis",
  "symbols": ["Mn", "C", "C", "C", "C", "C", "Br", "N", "C", "H", "H", "H", "H", "H", "H", "C", "O", "C", "C", "C", "C", "C", "C", "N", "N", "C", "C", "C", "C", "O", "C", "N", "C", "C", "C", "C", "H", "H", "H", "H", "H", "H", "H", "H", "H", "H", "H", "H", "C", "S", "C", "O", "H", "H", "H", "H", "H", "H", "C", "C", "O", "C", "F", "F", "F", "C", "F", "F", "F", "H", "H", "H"],
  "positions_angstrom": [[-1.456, -0.855, -0.654], [-1.561, 4.479, 1.718], [-1.041, 3.074, 1.868], [-0.162, 2.711, 2.883], [0.306, 1.413, 2.969], [-0.123, 0.508, 2.014], [0.528, -1.262, 2.048], [-0.971, 0.815, 1.041], [-1.417, 2.078, 0.983], [-1.319, 5.080, 2.591], [-2.644, 4.488, 1.588], [-1.122, 4.964, 0.844], [0.162, 3.448, 3.608], [0.975, 1.099, 3.756], [-2.114, 2.283, 0.180], [4.324, 1.181, 3.395], [4.941, 1.907, 2.343], [4.948, 1.343, 1.113], [4.388, 0.101, 0.821], [4.418, -0.380, -0.479], [5.012, 0.360, -1.499], [5.624, 1.571, -1.177], [5.581, 2.070, 0.106], [5.202, -0.050, -2.871], [4.466, -0.869, -3.446], [3.198, -1.229, -2.904], [2.870, -2.549, -2.777], [1.686, -2.965, -2.116], [0.802, -2.031, -1.667], [-0.321, -2.288, -0.960], [1.035, -0.684, -1.991], [0.000, 0.156, -1.689], [0.122, 1.440, -1.964], [1.285, 1.972, -2.526], [2.332, 1.139, -2.833], [2.225, -0.241, -2.577], [4.383, 1.815, 4.274], [4.849, 0.243, 3.589], [3.276, 0.971, 3.164], [3.934, -0.499, 1.596], [4.017, -1.363, -0.673], [6.128, 2.114, -1.967], [6.049, 3.010, 0.367], [3.583, -3.285, -3.127], [1.487, -4.016, -1.949], [-0.735, 2.068, -1.760], [1.337, 3.033, -2.724], [3.229, 1.542, -3.285], [-5.287, 1.496, -1.335], [-4.424, 0.111, -0.638], [-4.554, 0.546, 1.083], [-2.965, 0.431, -1.054], [-6.344, 1.388, -1.090], [-5.151, 1.452, -2.414], [-4.884, 2.425, -0.935], [-5.559, 0.277, 1.409], [-4.370, 1.611, 1.217], [-3.825, -0.060, 1.616], [-2.058, -4.199, 0.606], [-3.105, -3.153, 0.235], [-2.661, -1.838, 0.353], [-3.623, -3.403, -1.218], [-4.896, -3.033, -1.398], [-3.513, -4.674, -1.585], [-2.890, -2.665, -2.089], [-4.280, -3.293, 1.228], [-4.872, -4.482, 1.098], [-5.221, -2.347, 1.079], [-3.829, -3.179, 2.484], [-1.217, -4.127, -0.073], [-2.476, -5.202, 0.563], [-1.713, -3.994, 1.617]],
  "relative_energy_kcal_mol": 16.47,
  "e_tot_ev": -172123.1056,
  "orbital_gap_ev": [6.4, 6.7],
  "multiplicity": 5,
  "homo_energy_ev": [-10.23, -10.28],
  "charge": 1
}

=====

6.
{
  "formula": "C7H13N4O2S",
  "method": "the ωB97M-V functional and the def2-TZVPD basis",
  "symbols": ["C", "C", "O", "C", "O", "N", "N", "C", "C", "N", "C", "N", "C", "S", "H", "H", "H", "H", "H", "H", "H", "H", "H", "H", "H", "H", "H"],
  "positions_angstrom": [[3.204, -2.360, 2.070], [2.662, -0.885, 2.273], [1.242, -0.850, 2.333], [0.735, -0.260, 1.287], [1.185, 0.270, 0.318], [-0.667, -0.395, 1.387], [-1.447, 0.432, 0.567], [-1.278, 0.299, -0.748], [-0.574, -0.824, -1.410], [-1.739, 1.246, -1.534], [-1.509, 1.255, -2.970], [-2.439, 2.220, -1.054], [-2.854, 3.384, -1.038], [-3.502, 4.727, -0.584], [4.262, -2.488, 1.887], [2.910, -2.983, 2.899], [2.721, -2.737, 1.259], [2.958, -0.178, 1.395], [2.978, -0.277, 3.213], [-1.052, -0.769, 2.291], [-2.044, 1.045, 1.015], [0.248, -0.622, -1.968], [-1.321, -1.170, -2.172], [-0.299, -1.678, -0.817], [-1.767, 2.149, -3.425], [-0.464, 0.952, -3.072], [-2.150, 0.495, -3.404]],
  "relative_energy_kcal_mol": 39.09,
  "e_tot_ev": -28350.9026,
  "orbital_gap_ev": 9.1,
  "smiles": "CCOC(=O)N/[NH+]=C(\\C)N(C)N=C=S",
  "homo_energy_ev": -12.46,
  "charge": 1
}

=====

7.
{
  "formula": "C11H14BEuN7S",
  "method": "the ωB97M-V functional and the def2-TZVPD basis",
  "symbols": ["C", "N", "N", "C", "C", "B", "N", "N", "C", "C", "C", "Eu", "N", "N", "C", "C", "C", "H", "H", "H", "H", "H", "H", "H", "H", "H", "H", "H", "C", "H", "H", "H", "S", "C", "N"],
  "positions_angstrom": [[-0.775, -0.322, 3.070], [-0.543, -0.217, 1.771], [-1.048, -1.285, 1.061], [-1.616, -2.077, 1.968], [-1.472, -1.518, 3.247], [-0.875, -1.508, -0.475], [-1.361, -0.270, -1.264], [-0.961, 1.008, -0.932], [-1.529, 1.874, -1.788], [-2.318, 1.144, -2.701], [-2.182, -0.197, -2.326], [0.352, 1.091, 0.767], [0.590, -1.862, -0.846], [1.629, -1.013, -0.571], [2.751, -1.675, -0.954], [2.422, -2.955, -1.474], [1.030, -3.022, -1.384], [3.715, -1.214, -0.845], [0.331, -3.801, -1.663], [3.089, -3.708, -1.864], [-1.579, -2.443, -0.749], [-2.606, -1.100, -2.730], [-2.077, -2.986, 1.633], [-2.908, 1.543, -3.508], [-1.824, -1.920, 4.179], [-1.350, 2.926, -1.686], [-0.437, 0.445, 3.743], [1.738, 1.205, -0.513], [1.571, 2.339, -0.356], [1.052, 2.784, -1.153], [0.631, 2.859, 0.596], [2.362, 2.782, 0.167], [0.993, 3.083, 1.919], [1.449, 4.524, 2.554], [1.758, 5.487, 3.107]],
  "e_tot_ev": -52880.0298,
  "orbital_gap_ev": [6.7, 4.7],
  "multiplicity": 8,
  "homo_energy_ev": [-15.34, -15.33],
  "charge": 2
}